Entry 1:
{"formula": "C14H19BaBr4N5O5", "method": "the ωB97M-V functional and the def2-TZVPD basis", "homo_lumo_gap_ev": 5.44, "charge": -2, "homo_ev": -1.324, "lumo_energy_ev": 4.1, "e_tot_ev": -313382.1477, "species": ["Ba", "N", "C", "C", "N", "C", "C", "N", "H", "H", "H", "H", "H", "H", "H", "H", "H", "H", "H", "H", "H", "N", "C", "C", "O", "N", "C", "C", "O", "O", "H", "H", "H", "H", "H", "H", "Br", "C", "C", "Br", "C", "Br", "C", "O", "C", "O", "C", "Br"], "positions_angstrom": [[-0.269734, -0.573319, 0.106208], [2.253705, -1.730581, -0.005028], [3.216537, -1.195892, -0.955736], [2.480133, -0.673336, -2.183016], [1.523220, 0.336114, -1.771492], [0.761010, 0.943362, -2.849078], [-0.475190, 0.110752, -3.176599], [-1.448689, 0.249924, -2.095518], [2.707403, -2.115811, 0.813230], [1.692510, -2.454669, -0.450508], [3.970095, -1.929224, -1.284014], [3.751229, -0.364312, -0.481836], [1.935839, -1.502419, -2.642576], [3.217439, -0.285771, -2.910458], [1.993452, 1.057197, -1.234701], [1.371230, 1.075987, -3.759906], [0.431305, 1.926667, -2.504217], [-0.197354, -0.943283, -3.226095], [-0.865812, 0.414865, -4.160936], [-2.261959, -0.329839, -2.273723], [-1.745218, 1.216633, -2.003415], [-2.517205, 0.381548, 1.494743], [-2.927318, -0.842524, 2.198303], [-3.060575, -1.995695, 1.181497], [-4.198561, -2.480642, 0.959497], [-1.894267, -2.330085, 0.664243], [-1.914321, -3.440943, -0.268623], [-0.780060, -3.408444, -1.302201], [-0.607107, -4.423387, -2.000607], [-0.098910, -2.330884, -1.395773], [-2.235799, 1.100983, 2.152716], [-3.304998, 0.747369, 0.972772], [-3.871841, -0.729960, 2.742607], [-2.135237, -1.106377, 2.901187], [-2.859826, -3.483439, -0.825857], [-1.831519, -4.395928, 0.265586], [1.091420, 6.171140, 2.876669], [0.924517, 4.293688, 2.629132], [1.309866, 3.419301, 3.624769], [1.959989, 4.075470, 5.287195], [1.217293, 2.035277, 3.387590], [1.757518, 0.785624, 4.722042], [0.762574, 1.471366, 2.187606], [0.725213, 0.209416, 1.962481], [0.313808, 2.398910, 1.143254], [-0.149736, 1.937986, 0.042847], [0.433671, 3.769460, 1.419901], [-0.149737, 4.937721, 0.025821]], "atomic_forces_ev_per_a": [[-0.51, 0.75, 0.20], [0.77, -0.50, -0.03], [-0.03, -0.05, -0.09], [0.07, 0.02, 0.11], [0.72, 0.41, -0.67], [-0.10, -0.08, -0.06], [0.10, 0.11, -0.17], [-0.72, 0.47, -1.34], [-0.02, 0.09, 0.04], [0.06, -0.02, -0.04], [0.02, 0.07, -0.03], [0.02, -0.03, 0.02], [0.00, 0.02, -0.04], [-0.03, -0.05, -0.03], [-0.16, 0.00, 0.10], [-0.04, 0.01, 0.00], [0.07, 0.03, -0.02], [-0.04, -0.01, -0.07], [0.02, 0.01, 0.03], [0.01, 0.02, 0.07], [0.00, -0.02, 0.10], [-0.54, 0.19, 0.40], [-0.15, -0.12, -0.14], [-0.04, -0.17, 0.25], [0.00, 0.10, 0.03], [-1.35, -1.61, 0.27], [-0.14, 0.11, 0.06], [0.02, -0.64, -0.49], [-0.06, 0.15, 0.19], [0.10, -2.38, -1.74], [0.07, 0.03, -0.08], [0.02, 0.04, -0.04], [0.02, -0.07, -0.01], [0.00, 0.08, 0.04], [0.02, -0.09, 0.00], [-0.06, -0.05, -0.10], [-0.04, 0.00, -0.03], [0.08, -0.11, 0.16], [-0.04, 0.18, -0.09], [0.00, -0.04, -0.01], [0.04, -0.07, 0.12], [-0.01, -0.01, -0.05], [0.25, 0.17, 0.41], [1.48, 1.50, 2.85], [-0.08, 0.29, -0.15], [0.24, 1.17, 0.09], [-0.05, 0.21, -0.04], [0.02, -0.08, 0.00]], "mulliken_charge": [1.95, -0.30, -1.03, -0.63, -0.09, -0.86, -0.53, -0.47, 0.15, 0.16, 0.39, 0.39, 0.37, 0.44, 0.22, 0.40, 0.37, 0.22, 0.37, 0.20, 0.17, -0.42, -0.51, 0.50, -0.83, -0.55, -0.45, 0.11, -0.84, -0.41, 0.16, 0.14, 0.33, 0.23, 0.31, 0.23, -0.25, 0.11, 0.15, -0.24, 0.09, -0.22, 0.41, -0.98, -0.21, -0.50, -0.01, -0.24]}

Entry 2:
{"formula": "C14H19BrF3N4O7P3", "method": "the ωB97M-V functional and the def2-TZVPD basis", "homo_lumo_gap_ev": 7.14, "homo_ev": -7.709, "lumo_energy_ev": -0.6, "e_tot_ev": -141178.0103, "species": ["C", "C", "C", "P", "P", "O", "O", "O", "C", "N", "C", "C", "C", "F", "F", "F", "O", "C", "Br", "C", "C", "C", "C", "N", "C", "C", "O", "N", "O", "P", "N", "O", "H", "H", "H", "H", "H", "H", "H", "H", "H", "H", "H", "H", "H", "H", "H", "H", "H", "H", "H"], "positions_angstrom": [[-1.385834, -0.525224, 2.896416], [-0.471067, 0.058887, 2.115804], [-0.397674, -0.091497, 0.611011], [-2.154805, 0.403122, 0.050885], [-2.582712, 2.364744, 0.889208], [-2.452047, 2.387997, 2.354249], [-4.073191, 2.627565, 0.372810], [-1.829738, 3.602803, 0.198630], [0.773203, 0.713253, -0.093699], [0.249630, 1.644905, -1.079656], [1.880165, 1.248452, 0.842778], [1.812464, 2.738186, 1.185427], [3.188014, 3.260774, 1.535859], [3.823649, 2.465943, 2.421997], [3.977677, 3.329460, 0.434405], [3.134379, 4.506497, 2.051370], [1.471597, -0.226611, -0.923948], [0.862361, -1.443583, -1.094203], [2.250786, -2.943776, -0.982970], [0.325269, -1.577918, -2.519690], [-1.020237, -1.576675, -2.854066], [-1.384280, -1.715409, -4.184232], [-0.391510, -1.821770, -5.132825], [0.906961, -1.780418, -4.848671], [1.237225, -1.670106, -3.572089], [-0.141407, -1.564090, 0.121593], [-1.374996, -2.235655, -0.090380], [-1.172694, -3.595755, -0.570233], [-2.158623, -4.000081, -1.012597], [0.729655, -2.757159, 1.389453], [-0.385839, -3.352692, 2.592714], [1.728363, -1.759597, 2.265822], [-1.080063, -0.849041, 3.885792], [-2.416251, -0.674050, 2.593709], [0.240736, 0.711768, 2.603603], [-2.061780, 0.681223, -1.319744], [-4.643792, 2.004589, 0.845862], [-1.065720, 3.850575, 0.735821], [-0.089625, 2.501545, -0.659934], [1.028032, 1.927729, -1.671430], [2.814166, 1.073509, 0.305952], [1.949123, 0.667508, 1.755709], [1.195217, 2.938708, 2.066529], [1.483049, 3.352137, 0.347819], [-1.781480, -1.469266, -2.099497], [-2.426805, -1.744180, -4.470760], [-0.662471, -1.935545, -6.176622], [2.296335, -1.631868, -3.349046], [-1.339570, -3.016977, 2.488651], [-0.096264, -3.134922, 3.541556], [1.682422, -1.968013, 3.204859]], "atomic_forces_ev_per_a": [[0.24, 0.21, -0.20], [-0.27, -0.24, 0.14], [-0.60, 1.04, -0.85], [-0.48, -0.46, 0.26], [0.07, 0.41, 0.65], [0.21, -0.19, -0.11], [0.28, -0.20, -0.23], [0.05, -0.14, -0.38], [-0.15, -0.32, -0.15], [0.52, 0.36, 0.15], [0.12, 0.45, -0.26], [0.22, -0.05, 0.48], [0.25, 0.02, -0.28], [-0.15, 0.31, -0.08], [-0.17, -0.04, 0.32], [0.01, -0.33, -0.02], [0.68, -0.43, 0.28], [-1.24, -0.40, -0.10], [0.42, 0.78, -0.68], [-0.18, -0.17, 0.14], [0.04, 0.12, 0.09], [-0.09, 0.04, 0.14], [-0.20, -0.03, -0.34], [0.02, 0.03, 0.06], [0.22, 0.22, 0.06], [0.60, 0.08, 1.19], [-0.09, 0.22, -0.32], [0.17, -0.06, -0.33], [-0.08, -0.08, 0.25], [0.43, -1.56, 0.76], [-0.31, 0.80, -0.24], [-0.22, 0.14, -0.12], [-0.51, 1.04, 0.48], [0.25, -1.04, -0.34], [0.69, -0.78, 0.03], [0.18, 0.25, 0.00], [-0.20, 0.14, -0.11], [-0.20, 0.19, 0.16], [-0.30, -0.09, -0.02], [-0.02, -0.13, -0.08], [-0.07, 0.00, -0.08], [0.05, -0.16, -0.09], [-0.18, 0.00, -0.15], [-0.08, 0.00, 0.03], [-0.08, -0.06, -0.05], [0.01, 0.02, -0.01], [0.11, -0.01, -0.04], [0.01, -0.04, -0.08], [-0.03, -0.05, 0.03], [-0.07, 0.01, 0.03], [0.09, 0.15, 0.03]], "mulliken_charge": [-1.82, -0.16, 1.20, -0.34, 0.91, -0.66, -0.54, -0.62, 1.29, -0.48, -1.81, -0.50, 0.74, -0.27, -0.28, -0.28, -0.38, -0.62, -0.04, 0.59, -0.05, -1.12, -0.29, -0.62, -0.40, 1.25, -0.55, 0.33, -0.39, 0.02, -0.71, -0.51, 0.39, 0.30, 0.44, 0.10, 0.40, 0.36, 0.04, 0.44, 0.61, 0.52, 0.21, 0.37, 0.69, 0.41, 0.37, 0.48, 0.35, 0.29, 0.29]}

Entry 3:
{"formula": "C14H19Cl2NO4V", "method": "the ωB97M-V functional and the def2-TZVPD basis", "homo_lumo_gap_ev": [7.19, 7.28], "charge": 1, "homo_ev": [-10.393, -10.819], "multiplicity": 3, "s2": 2.081, "lumo_energy_ev": [-3.2, -3.5], "e_tot_ev": -75229.1401, "species": ["V", "C", "C", "O", "C", "C", "O", "C", "C", "O", "C", "C", "O", "H", "H", "H", "H", "H", "H", "H", "H", "H", "H", "H", "H", "H", "H", "H", "H", "Cl", "C", "C", "C", "C", "C", "Cl", "C", "N", "H", "H", "H"], "positions_angstrom": [[-0.098249, -0.738089, -0.001549], [1.832930, 1.254663, 1.499597], [1.675255, 0.025459, 0.641738], [1.446410, -2.389119, -1.253617], [0.638647, -3.575894, -1.283400], [0.201127, -3.878272, 0.130886], [-0.529798, -2.736450, 0.582287], [-1.152012, -2.838144, 1.872459], [-1.999154, -1.597320, 2.030308], [-1.151008, -0.493369, 1.703483], [-1.521094, 0.777927, 2.289638], [-0.467849, 1.794136, 1.926492], [0.779871, 1.364716, 2.438044], [2.744994, 1.211644, 2.096423], [1.891799, 2.147045, 0.863376], [1.634769, -2.027133, -2.078529], [2.586322, -0.572957, 0.595270], [-0.226588, -3.437506, -1.935429], [1.220808, -4.424810, -1.646594], [-0.457275, -4.749857, 0.127907], [1.049437, -4.056659, 0.798125], [-1.770209, -3.735886, 1.929167], [-0.379102, -2.876808, 2.644489], [-2.867336, -1.597765, 1.367531], [-2.327810, -1.515885, 3.067256], [-2.499431, 1.076152, 1.906248], [-1.562948, 0.634349, 3.370369], [-0.435448, 1.930201, 0.842420], [-0.744068, 2.750772, 2.379165], [2.311371, 0.692697, -1.467613], [1.141294, 1.863723, -1.980772], [1.594343, 3.041656, -2.553470], [0.669926, 3.947987, -3.027868], [-0.688760, 3.665576, -2.923014], [-1.112564, 2.489371, -2.342095], [-2.808528, 2.183161, -2.195720], [-0.210111, 1.525116, -1.836190], [-0.640960, 0.407800, -1.174367], [2.658756, 3.218955, -2.626772], [0.996176, 4.871441, -3.484237], [-1.423933, 4.367373, -3.291442]], "atomic_forces_ev_per_a": [[0.92, -0.15, -0.89], [0.07, -0.13, -0.04], [-0.31, -0.03, 0.45], [-1.19, -0.50, 3.19], [0.34, -0.15, -0.22], [0.04, 0.08, -0.23], [-0.43, -0.09, 0.21], [0.00, -0.02, 0.00], [0.02, -0.14, 0.12], [-0.21, 0.25, 0.38], [-0.01, 0.03, -0.04], [0.03, -0.02, 0.01], [-0.07, 0.10, 0.09], [-0.01, 0.03, 0.00], [0.01, 0.02, 0.02], [0.35, 0.69, -2.51], [0.01, 0.02, -0.11], [-0.03, 0.03, 0.06], [0.02, 0.02, -0.06], [0.04, -0.01, 0.02], [0.00, 0.04, -0.07], [0.01, -0.01, -0.06], [0.02, -0.01, -0.04], [0.00, -0.03, -0.01], [-0.04, 0.05, -0.02], [0.00, -0.01, -0.01], [0.00, 0.00, 0.00], [0.00, 0.00, 0.01], [0.00, -0.01, 0.02], [0.41, 0.06, -0.30], [-0.12, 0.13, -0.21], [0.17, -0.14, 0.08], [-0.12, 0.05, -0.03], [0.07, 0.05, -0.03], [-0.01, -0.11, 0.07], [0.01, -0.01, 0.01], [-0.46, 0.20, 0.13], [0.51, -0.31, 0.01], [-0.02, 0.05, -0.03], [0.01, 0.00, 0.00], [-0.01, -0.01, 0.00]], "mulliken_charge": [0.92, -0.73, -0.32, -0.48, -0.62, -0.43, -0.23, -0.46, -0.56, -0.21, -0.64, -0.21, -0.40, 0.27, 0.27, 0.30, 0.93, 0.33, 0.42, 0.35, 0.36, 0.41, 0.33, 0.33, 0.39, 0.33, 0.42, 0.06, 0.45, -0.15, 1.10, -0.76, -0.34, -0.58, 0.53, -0.19, -0.74, -0.71, 0.43, 0.40, 0.43]}